Density functional theory data (ωB97M-V/def2-TZVPD) for a cluster of 13 separate species, C29H84N4O13 in total in a non-equilibrium geometry.

```
130
Properties=species:S:1:pos:R:3:forces:R:3
H -3.518400 2.820392 -4.228354 -1.4472 -0.6554 -0.1032
H 2.629600 -4.038608 -1.785354 0.6714 -0.0707 1.1849
H -3.628400 -0.121608 0.419646 0.0251 -0.4608 -0.1960
O 3.258600 0.532392 -1.884354 0.9853 1.9632 0.7938
H -3.680400 1.117392 -2.829354 -0.1009 -0.2578 0.4679
C 3.693600 0.832392 3.590646 1.6466 -1.0963 0.0502
O -2.258400 1.073392 5.611646 -7.3941 -1.6524 5.1686
C 1.587600 5.619392 0.068646 -1.1439 0.1147 -0.5981
H 1.305600 -1.250608 0.933646 0.1626 0.0851 0.2230
H -0.948400 -3.029608 -0.853354 0.4919 0.1946 0.2301
C 3.261600 -1.756608 0.534646 4.3487 -5.4892 -2.9893
H -3.745400 -1.076608 3.491646 0.5621 0.3378 0.2089
H 1.830600 3.124392 0.193646 -1.2458 -0.8361 1.9348
H 1.729600 -5.251608 0.099646 -0.0249 0.4047 0.1199
H -1.984400 -4.169608 -0.106354 -0.4472 -0.2708 0.1565
C -3.668400 -1.719608 -0.774354 -1.3184 0.0861 -1.6476
H 1.310600 5.428392 1.109646 0.4810 -1.3459 -0.0600
C 2.385600 3.310392 -0.659354 0.6632 -0.3266 2.0995
H 1.142600 0.252392 -0.663354 -1.4601 -0.0801 0.0268
H -2.941400 -2.116608 -1.530354 -0.9749 0.4790 0.3895
H -0.485400 2.319392 0.255646 0.0025 -0.1714 -0.4695
O 2.872600 -3.900608 -2.689354 8.3433 -0.2342 3.1534
H 1.689600 -2.957608 0.688646 0.8608 2.2029 0.0537
H -2.620400 0.844392 -1.465354 -0.0193 0.0185 -0.3924
C 3.712600 2.976392 2.297646 -0.4631 -0.4168 -0.0439
O -0.161400 3.468392 2.523646 8.4181 -2.4840 6.1957
C -1.379400 0.327392 3.602646 -0.3678 -1.0294 0.8079
H -2.766400 3.191392 3.279646 -0.0178 -1.2670 0.5170
H 3.177600 0.272392 4.364646 -0.4258 -0.0670 -0.0377
O 2.833600 5.042392 -1.912354 1.2854 3.1571 -6.1657
H 2.142600 2.253392 3.576646 0.3262 0.3106 0.0710
H -0.947400 4.562392 1.362646 -0.6447 1.5681 -2.1219
H 0.855600 -5.410608 -2.359354 0.2486 -0.3648 0.9563
H -0.672400 0.561392 -1.144354 1.0713 0.3330 0.5013
C -2.387400 3.943392 2.632646 -2.6375 -0.9622 -2.5323
H 0.617600 5.597392 -0.483354 0.7297 -0.2138 0.0995
H -4.264400 -1.494608 1.895646 0.0723 -0.8790 0.7353
H -2.322400 0.614392 3.147646 -0.1117 0.1116 -0.0572
O -0.865400 2.659392 -2.296354 -6.7360 -1.1580 -2.5499
H 1.786600 6.648392 0.238646 0.7807 1.3094 -0.7666
H -1.407400 -0.740608 3.773646 0.0047 -0.3798 -0.0096
H 0.764600 -4.046608 2.438646 2.1173 -0.4006 0.8150
O -3.055400 -0.608608 -0.192354 0.5772 1.6312 0.3410
C 0.172600 0.147392 -4.908354 -0.0715 0.2936 -0.4964
C 1.102600 -5.027608 -3.316354 -1.0637 0.5042 -2.4676
H 0.211600 1.286392 6.659646 -0.6106 -0.1735 -0.6713
H -3.757400 -2.460608 -0.013354 -0.5540 -0.8976 0.3572
O -0.369400 -0.689608 0.504646 0.1449 0.4815 0.6122
H 0.188600 -5.013608 -3.873354 -1.2746 0.3798 -0.2164
H -5.626400 -2.518608 4.106646 -0.7208 0.0555 1.0836
C -3.811400 -3.203608 3.361646 -2.6379 6.6026 4.3902
H 0.864600 0.934392 5.088646 1.1992 -0.2242 -0.5990
H -0.108400 0.321392 -7.599354 0.2557 0.4476 0.0205
H 1.797600 2.944392 -1.439354 -0.8101 -0.0962 -1.7040
H 3.064600 3.744392 1.912646 -0.2735 0.3490 -0.2650
H -1.084400 2.067392 4.538646 0.8393 0.9202 -0.1582
H 2.816600 -2.446608 -4.732354 0.5479 0.3034 -0.1693
C -1.167400 3.637392 1.812646 -6.8668 1.3507 -4.7047
H -3.205400 -3.179608 4.252646 0.6515 0.3229 0.8102
H 1.241600 0.112392 -5.144354 -0.1771 -0.3637 0.5975
H 1.153600 -2.987608 -2.653354 0.0324 0.1259 -0.5077
H -4.719400 -1.427608 -1.230354 2.1064 -0.8236 0.6913
H -0.311400 -0.793608 -5.154354 -0.0739 -0.1042 -0.5829
H -2.178400 2.991392 0.122646 0.1577 0.1984 -0.9089
H -1.925400 1.748392 1.228646 0.5384 -0.4734 0.0049
H 3.160600 0.239392 0.972646 -0.3486 -0.0827 0.2059
C 0.044600 0.712392 5.719646 -0.8462 -1.6188 0.8031
C -2.156400 2.371392 -2.770354 8.0424 -0.6559 5.8031
H -1.783400 2.058392 -5.003354 -0.4587 -0.4655 -0.6602
H -1.336400 -0.770608 0.487646 0.2480 0.1348 -0.2091
H -3.249400 4.181392 1.940646 0.7815 -0.0723 0.6694
N 2.017600 -1.948608 0.791646 -3.0174 -3.1136 0.8099
H 1.262600 1.517392 2.077646 -1.5687 0.0236 -0.5704
H -3.271400 -4.900608 3.177646 0.0059 -0.3254 -0.5865
H -2.237400 3.836392 -4.049354 0.3644 0.1061 0.0311
O 2.159600 1.309392 1.894646 -3.4560 -3.3537 -4.9214
H 1.921600 -3.783608 -5.407354 0.3360 -1.2810 -1.2497
H 0.084600 2.235392 -5.341354 1.7594 0.8240 1.0799
N -2.681400 2.986392 -3.749354 -0.0381 4.1401 -3.6266
C 1.809600 -3.634608 -3.290354 -8.1518 -0.5631 -2.4344
C 1.926600 -3.041608 -4.672354 -0.6896 1.2343 0.8370
C 2.681600 4.804392 -0.652354 -0.9534 -3.1199 4.9550
N -2.913400 1.420392 -2.248354 -0.5461 -1.0414 0.5356
O 1.189600 -4.456608 -0.015354 8.3934 -0.2671 -3.5261
H 1.626600 -5.744608 -3.955354 0.7856 0.0498 0.5763
H -0.600400 0.527392 2.918646 0.9642 0.2468 -0.7445
H -5.789400 -3.797608 2.960646 -0.0782 -0.1402 -0.0491
H 4.099600 0.083392 2.880646 -0.2448 0.2951 0.3648
H -2.243400 4.764392 3.224646 0.5268 2.4160 1.5191
H -0.326400 -2.823608 1.945646 0.3011 -0.3198 -0.6274
H -0.046400 0.285392 -3.868354 0.3542 0.2776 0.8365
H 0.042600 -0.949608 -1.460354 0.5418 -0.1122 -0.1964
C 0.083600 -0.135608 -0.731354 -0.7075 -0.4434 -0.7993
H 4.311600 2.609392 1.442646 0.1759 0.2669 0.6875
O -3.492400 -4.148608 2.617646 3.6783 -7.2681 -5.8113
H 3.421600 0.115392 -1.001354 -0.0785 0.5737 -0.7741
O -1.527400 1.566392 -5.801354 -12.7211 1.4868 0.4728
H -0.884400 -4.346608 2.495646 0.1774 -0.0983 -0.7145
H 2.825600 -0.405608 -3.713354 0.4631 1.2859 -1.7743
H 3.643600 4.833392 -0.148354 0.2455 0.8911 0.8368
H -0.259400 2.141392 -7.713354 0.3606 -1.2165 0.6933
H -2.592400 1.940392 5.632646 -1.0976 1.2734 0.4771
H 0.027600 4.317392 2.936646 0.5742 -0.4123 0.3791
H 4.754600 -0.349608 0.385646 -3.3324 -0.7277 0.5312
C 0.193600 1.274392 -7.121354 0.1577 0.6748 -2.1965
C -1.005400 -4.077608 -0.551354 -0.8248 1.0094 -0.9524
H -2.604400 -1.807608 2.244646 0.5823 0.2433 0.3542
C -1.405400 2.580392 0.747646 -0.8113 0.3082 1.5102
C 2.884600 -0.498608 -2.677354 -1.1098 -2.7088 0.9294
C -0.085400 -3.900608 1.866646 -2.9729 0.5882 -0.1059
C -0.337400 1.336392 -5.719354 10.8898 -1.6046 -0.5333
H 4.243600 3.410392 3.128646 0.7653 0.0778 -0.0079
H -0.330400 -5.533608 0.587646 0.2070 -1.4568 0.3533
H -5.199400 -4.282608 4.561646 -0.3821 0.3145 0.3202
H 1.068600 -2.388608 -4.898354 0.3406 -0.2518 0.2255
C 2.841600 1.831392 2.831646 4.0235 3.7825 5.9128
N 3.661600 -0.508608 0.522646 5.5379 2.8618 -0.4613
H 4.603600 1.231392 4.091646 -0.7166 0.2445 -0.3659
C -3.569400 -1.812608 2.723646 -1.7759 -0.5303 -0.8569
C 0.026600 -4.540608 0.438646 -7.8892 0.0288 3.8326
H -0.986400 -4.635608 -1.505354 0.1001 -0.0543 0.6132
O 4.072600 -2.753608 0.105646 -3.0636 3.8015 2.0754
H 3.259600 2.667392 -0.535354 0.1657 0.2776 -0.4414
C -5.220400 -3.475608 3.831646 -0.3876 0.9731 -0.5515
C -1.225400 1.065392 4.910646 7.4934 1.1403 -4.2509
H 0.013600 -0.399608 6.018646 0.2465 1.5327 -0.5461
H 1.271600 1.444392 -7.221354 -0.0812 -0.4704 0.2284
H 3.479600 -1.381608 -2.497354 0.4625 -0.4881 0.0302
H 1.877600 -0.790608 -2.406354 -0.5572 -0.3924 -0.0896
H 3.537600 4.437392 -2.187354 -0.3790 0.3556 -0.5316
```
Positions in Å, forces in eV/Å.

HOMO energy (eV): -8.4631
Total energy (Ha): -2352.02373
ΔE to the lowest compared entry with this formula, charge and spin (kJ/mol): 1282.9

Atomic partial charges in e from the Mulliken method, atoms 1 to 99: 0.14, 0.27, 0.29, -0.61, 0.25, -1.41, -0.55, -1.18, -0.53, -0.59, 0.31, 0.56, -0.79, 0.36, 0.41, -0.64, 0.05, -0.56, -0.68, 0.25, -0.39, -0.62, 0.06, 0.00, -1.25, -0.23, 0.72, 0.32, 0.29, -0.64, 0.30, 0.38, 0.35, -1.78, -2.19, 0.22, 0.29, 0.02, -0.35, 0.53, 0.83, 0.62, -0.91, -0.43, -1.75, 0.35, 0.17, 2.13, 0.43, 0.39, 0.15, -0.19, 0.31, 0.93, 0.04, 0.25, 0.37, 0.33, 0.29, 0.24, -0.89, 0.22, 0.32, 0.20, -0.44, -0.03, -0.96, 0.25, 0.38, -0.97, 0.37, 0.74, -0.89, 0.41, 0.36, 0.25, 0.52, 0.26, -0.52, 2.44, -1.47, 0.25, 0.06, -0.44, 0.40, -1.07, 0.32, 0.19, 0.62, 0.06, -0.20, -0.17, 2.12, 0.24, -0.43, 0.28, -0.64, 0.26, 0.67